{"formula": "C20H33BaF4N5O3", "method": "the ωB97M-V functional and the def2-TZVPD basis", "symbols": ["Ba", "C", "N", "C", "C", "C", "N", "C", "C", "F", "C", "F", "C", "C", "F", "C", "F", "H", "H", "H", "H", "H", "H", "H", "H", "H", "H", "H", "C", "C", "N", "C", "C", "N", "C", "C", "N", "H", "H", "H", "H", "H", "H", "H", "H", "H", "H", "H", "H", "H", "H", "H", "C", "C", "C", "O", "C", "O", "O", "H", "H", "H", "H", "H", "H", "H"], "coordinates": [[-8.608, -4.888, 10.928], [-5.348, -5.051, 12.701], [-6.483, -5.690, 13.374], [-6.324, -7.107, 13.533], [-6.991, -4.938, 14.486], [-8.469, -5.075, 14.718], [-9.208, -5.339, 13.530], [-10.514, -5.698, 13.660], [-11.507, -5.219, 12.712], [-11.213, -4.695, 11.424], [-12.814, -5.430, 12.967], [-13.725, -5.069, 12.053], [-13.286, -6.095, 14.120], [-12.346, -6.836, 14.826], [-12.684, -7.635, 15.872], [-11.024, -6.769, 14.435], [-10.202, -7.739, 14.862], [-4.419, -5.098, 13.323], [-5.574, -4.059, 12.396], [-5.068, -5.560, 11.729], [-6.294, -7.487, 12.523], [-7.132, -7.546, 14.075], [-5.342, -7.373, 13.975], [-6.819, -3.898, 14.254], [-6.439, -5.260, 15.409], [-8.752, -4.101, 15.090], [-8.764, -5.795, 15.535], [-14.377, -6.179, 14.275], [-7.494, -5.291, 6.881], [-6.596, -5.923, 7.987], [-7.263, -6.781, 9.030], [-8.140, -7.990, 8.691], [-9.636, -7.892, 9.225], [-10.196, -6.585, 8.978], [-10.533, -6.557, 7.482], [-10.076, -5.271, 6.811], [-8.796, -4.778, 7.306], [-7.550, -6.042, 6.067], [-6.901, -4.468, 6.498], [-6.056, -5.112, 8.507], [-5.771, -6.458, 7.525], [-6.432, -7.164, 9.521], [-7.758, -8.870, 9.229], [-8.164, -8.297, 7.652], [-9.645, -8.132, 10.331], [-10.178, -8.729, 8.744], [-11.083, -6.453, 9.462], [-11.614, -6.590, 7.388], [-10.147, -7.453, 7.001], [-10.807, -4.465, 7.000], [-10.114, -5.488, 5.750], [-8.828, -3.738, 7.394], [-8.910, -0.034, 10.910], [-7.781, -1.085, 10.900], [-6.426, -0.503, 11.025], [-8.168, -2.028, 12.009], [-7.609, -2.109, 9.648], [-8.195, -1.838, 8.568], [-6.835, -3.113, 9.929], [-9.031, 0.322, 11.929], [-9.808, -0.572, 10.668], [-8.805, 0.843, 10.252], [-6.292, -0.058, 12.058], [-6.165, 0.249, 10.234], [-5.683, -1.273, 10.931], [-8.729, -1.503, 12.636]], "multiplicity": 1, "relative_energy_kj_mol": 0.00, "total_charge": 0, "lumo_energy_ev": 0.1, "orbital_gap_ev": 7.06}